Entry 1:
A cluster of 3 separate species, C34H41BrClN3OS in total, computed with ωB97M-V with the def2-TZVPD basis set.

Each line ends with the Löwdin charge.
Cartesian coordinates (Å):
H (1.93942, -4.30361, -2.92811)  0.076
C (8.81662, -1.98163, -1.50705)  -0.097
C (-1.80124, 1.54135, 1.68200)  -0.054
C (-5.22564, -1.65480, 3.38825)  -0.202
H (-0.70993, 0.02541, -5.14803)  0.098
Br (-6.20132, -2.79505, 6.02309)  0.554
H (-6.48783, 0.89831, 3.86767)  0.114
C (-4.21107, -0.56539, 5.71725)  -0.168
C (0.25560, -4.70432, -0.79471)  -0.019
H (1.91009, -0.93542, -2.91221)  0.112
H (-3.81094, -2.69388, 5.00557)  0.073
C (1.23631, -1.98280, -0.32100)  -0.022
H (3.21040, -4.10108, -1.75842)  0.089
C (7.98430, -1.38549, -2.45401)  -0.105
C (-1.40254, -0.06841, 1.89907)  -0.125
H (-8.02892, 1.89180, 1.78104)  0.126
H (9.41282, 1.69878, -2.56631)  0.101
C (-4.71666, -1.94703, 4.95128)  -0.709
H (0.36411, -5.69132, -1.42618)  0.087
C (-0.88327, -4.55271, 0.38078)  -0.071
H (-1.96862, 4.81680, -4.84536)  0.098
C (-0.98323, 1.07588, -5.08500)  -0.094
N (2.33883, -3.69598, -2.17943)  -0.011
H (-2.71509, 0.85985, -6.34879)  0.098
H (0.58652, -0.63911, 2.47354)  0.141
H (7.55577, 0.40148, -3.57938)  0.100
C (-4.53842, 1.07530, 2.59929)  -0.100
H (-3.63317, 3.19212, 1.85872)  0.087
C (-0.20571, 1.95438, -4.33092)  -0.108
H (7.16634, -1.95116, -2.89227)  0.091
H (3.17078, -0.86469, 0.13784)  0.127
H (0.23566, 2.82063, 3.56619)  0.101
C (-0.93140, -3.13287, 1.20340)  -0.374
H (-4.14914, -0.85617, 6.87176)  0.078
N (0.01173, -0.50969, 1.59416)  -0.037
H (-5.14636, -2.67670, 2.82353)  0.108
C (-3.34787, 2.07023, 2.03139)  0.022
H (-6.31865, -1.24282, 3.48716)  0.090
Cl (2.75389, 1.36521, -2.61633)  0.516
H (10.51975, -1.72333, -0.21315)  0.099
C (-2.62686, -1.03109, 2.43767)  -0.310
C (-7.02261, 1.28598, 1.58848)  -0.231
H (4.23101, -1.84858, -3.19571)  0.080
H (-7.23478, -0.42994, 0.44375)  0.117
H (-6.11291, 2.69845, 3.20458)  0.126
H (0.04257, 3.98481, -3.65335)  0.100
C (9.24754, 0.66547, -2.27163)  -0.095
S (-2.18138, -2.87977, 2.62639)  0.803
C (10.08211, 0.06811, -1.32748)  -0.097
H (1.75196, 0.32740, -0.20587)  0.098
C (-2.11062, 1.54410, -5.75928)  -0.101
C (-4.15110, -0.51271, 2.80792)  -0.109
C (2.66283, -0.46184, -2.14088)  -0.608
H (8.64602, -3.01239, -1.20611)  0.099
H (0.36249, 2.30355, 1.05490)  0.114
C (-1.69045, 3.76817, -4.91523)  -0.101
H (-3.10304, -0.27545, 5.41557)  0.092
H (-1.56917, 3.21061, 3.95049)  0.076
H (-6.46044, 1.63782, 0.60756)  0.135
C (8.20174, -0.06216, -2.83879)  -0.100
H (-1.76504, 4.36252, 1.77407)  0.090
H (-3.33888, 3.25754, -6.20515)  0.097
H (-1.08268, 2.87892, -0.01862)  0.134
C (2.22911, -0.70189, -0.57766)  -0.197
N (-0.81111, 3.93632, 1.93485)  -0.169
C (-6.08075, 1.53411, 2.94564)  -0.149
H (4.55381, -1.66454, -1.34695)  0.081
H (-4.97917, 0.30936, 5.59381)  0.078
H (10.89914, 0.63445, -0.88821)  0.100
C (9.86815, -1.25684, -0.94677)  -0.098
O (-7.40063, -0.12277, 1.39275)  -0.150
C (-0.61214, 3.63753, 3.40894)  -0.167
C (0.07470, -1.83815, 0.87366)  -0.117
H (-1.63417, -5.43377, 0.61915)  0.095
C (-2.46270, 2.89160, -5.67685)  -0.103
H (5.00540, -0.19399, -2.50920)  0.059
C (-0.75310, 2.67062, 1.10832)  -0.230
C (1.29013, -3.42926, -1.09910)  -0.157
H (0.67564, 1.59036, -3.81024)  0.003
C (-0.56098, 3.30066, -4.24404)  -0.093
H (-0.34878, 4.67161, 3.92347)  0.092
C (4.21720, -1.04700, -2.31121)  -0.176

Atoms 1-2, force components in eV/Å:
0.587 0.549 1.177
0.024 0.148 -0.047

Summary:
Lowest unoccupied orbital energy   -0.0044 hartree
HOMO level   -7.864 eV
SMILES   CNCc1cc(CCO)c(C[C@@H](C)Br)c2c1Nc1c(ccc(N)c1C[C@H](C)Cl)S2.c1ccccc1.c1ccccc1

Entry 2:
A structure of composition C34H41CoIN4O7PS2, computed with ωB97M-V with the def2-TZVPD basis set.

Each line ends with the Löwdin charge.
Cartesian coordinates (Å):
C (-4.77789, -0.83152, -3.17689)  -0.285
C (-3.55419, -0.09484, -3.14961)  -0.097
H (3.47804, 1.83848, -2.53158)  0.101
C (-1.45978, -1.07890, 4.50860)  -0.097
H (-6.70470, -1.05747, -4.02080)  0.108
O (-3.02917, 1.14565, 1.87026)  -0.323
O (-1.41304, 0.47287, -2.07891)  -0.176
S (1.96224, 0.98559, -0.93026)  0.915
N (-0.58413, -3.25720, -2.42471)  -0.033
H (3.63803, -0.65082, -1.43556)  0.084
H (6.25019, 0.83729, 3.68307)  0.095
H (-2.12982, -1.53253, 5.23503)  0.086
H (0.88771, 1.97612, 2.57499)  0.055
O (-2.27860, -0.41983, 3.54374)  -0.300
H (-0.42417, -5.28739, -1.92786)  0.086
N (-1.68126, -1.50443, -0.32371)  -0.056
C (2.24671, 5.67211, -2.46607)  -0.101
H (-1.37357, 1.03198, -2.87388)  0.065
H (2.04069, 6.23757, -3.36834)  0.100
C (-1.91548, -2.54435, 0.45835)  -0.179
H (1.20492, -3.95609, -0.84152)  0.091
C (0.67291, -2.80214, -2.43602)  -0.914
H (-2.42482, -4.61105, 1.95213)  0.103
O (-1.01892, 1.61680, 3.35670)  -0.326
H (2.14057, -2.91380, 2.74878)  0.097
H (-0.85034, -1.85984, 4.05535)  0.069
C (-3.92411, 1.77483, 2.79245)  -0.106
H (1.75840, 7.29609, -1.14934)  0.097
H (-2.49879, 1.50707, -4.18035)  0.086
C (5.62651, 0.56459, 2.83901)  -0.103
H (2.72675, 3.87170, -3.53010)  0.112
C (2.77655, 4.21498, -0.16286)  -0.049
C (3.28211, 2.14884, -1.50031)  -0.252
H (-0.35524, 3.09838, 2.02033)  0.073
I (-1.13360, 3.41016, -1.43975)  0.739
C (3.48660, -0.12373, 1.95460)  -0.032
C (4.01017, -0.12801, 0.65634)  -0.257
C (-3.41669, 0.93433, -4.10465)  -0.056
C (-0.59790, -4.91734, 3.02303)  -0.141
H (5.78312, 0.16890, -0.52283)  0.112
C (3.10330, -0.41463, -0.51132)  -0.284
C (-5.78397, -0.48680, -4.05922)  -0.044
O (-4.99366, -1.87558, -2.35178)  0.032
C (-2.54571, -0.40781, -2.17953)  -0.297
C (-1.41550, -4.24248, 2.13328)  -0.091
H (7.20291, 0.78830, 1.39522)  0.096
H (2.44635, -0.40634, 2.09448)  0.093
N (1.55386, -3.53710, -1.69381)  0.108
C (-0.00623, 2.51443, 2.87854)  -0.116
O (0.79164, -1.53827, 1.05855)  -0.191
H (4.14685, 1.95185, -0.87006)  0.078
H (-2.06337, -4.62264, -1.92450)  0.093
H (2.98740, 3.64186, 0.73480)  0.115
H (-3.37712, 2.29380, 3.57969)  0.078
C (2.89419, 3.59657, -1.41042)  -0.288
C (2.36841, 5.53902, -0.07118)  -0.085
S (1.12865, -1.44756, -3.33079)  0.555
H (2.37726, -1.19093, -0.25372)  0.047
C (-5.62617, 0.55283, -4.97022)  -0.128
H (2.25456, 5.99841, 0.90664)  0.102
H (-6.42951, 0.80464, -5.65139)  0.085
C (6.16051, 0.53926, 1.55689)  -0.096
C (-4.42969, 1.25492, -4.99685)  -0.127
H (-0.97616, -4.25861, -0.58603)  0.051
O (1.47079, 1.50034, 0.39874)  -0.556
H (-1.27599, -2.60783, -2.76378)  0.094
C (2.09794, 6.26990, -1.22226)  -0.104
C (-1.43776, 1.36058, -0.70875)  -0.567
H (-4.21026, -1.93820, -1.74976)  0.062
H (-0.81136, -0.36093, 5.01646)  0.079
H (1.36196, -4.95542, 3.92362)  0.081
C (-1.02745, -4.41722, -1.66460)  -0.069
H (-2.50601, 1.39365, -0.51123)  -0.010
C (0.70028, -4.44125, 3.23451)  -0.147
P (-1.63076, 0.47372, 2.34405)  0.848
C (1.14112, -3.30697, 2.57317)  -0.054
H (2.45475, -3.10881, -1.60967)  0.067
C (-0.99927, -3.09726, 1.43172)  -0.218
H (0.22838, 3.18601, 3.70266)  0.083
H (-0.95355, -5.80229, 3.53703)  0.082
H (-4.51584, 2.49186, 2.22802)  0.085
H (3.87050, 0.22966, 4.03395)  0.102
C (5.35493, 0.19724, 0.47610)  -0.068
H (-2.85391, -3.07647, 0.30240)  0.111
C (2.63225, 4.34142, -2.55591)  -0.067
C (0.32492, -2.59105, 1.65890)  -0.408
Co (-0.43421, 0.03577, 0.45529)  0.284
C (4.29207, 0.22458, 3.03381)  -0.073
N (-2.60698, -1.37207, -1.27428)  0.012
H (-4.27790, 2.05747, -5.70977)  0.091
H (-4.58343, 1.03337, 3.24549)  0.083

Atoms 1-2, force components in eV/Å:
0.047 0.249 -0.286
-0.039 0.108 0.237

Summary:
Lowest unoccupied orbital energy (spin up / spin down)   0.0792 / 0.0796 hartree
Spin multiplicity   2
Charge   -1
HOMO level (spin up / spin down)   -1.819 / -1.460 eV

Entry 3:
A structure of composition C34H41HfINO5P, computed with ωB97M-V with the def2-TZVPD basis set.

Each line ends with the Löwdin charge.
Cartesian coordinates (Å):
C (-4.70310, 1.45501, 2.88274)  -0.068
C (-3.42800, 1.99171, 2.95724)  -0.088
H (-3.04820, 3.68361, -0.46116)  0.073
N (0.42740, 0.09541, -2.42766)  -0.050
C (-2.31430, 1.20611, 2.70244)  -0.030
C (1.14960, 0.81141, -4.59356)  -0.007
C (-1.18740, -2.90259, 5.34104)  -0.037
H (-0.62810, -1.68929, -2.35866)  0.095
H (-1.87780, 1.21511, -3.50766)  0.041
H (-3.28030, 2.27431, -3.40286)  0.072
H (0.05530, -4.58169, 5.80734)  0.118
H (-3.72360, 2.49571, 0.67694)  0.026
H (1.78980, -2.54029, -2.58756)  0.067
H (-1.60720, -2.83919, 6.33194)  0.118
C (2.77730, 2.05631, 1.98884)  -0.029
H (-2.28830, -1.22019, 4.61344)  0.124
H (-3.29510, 3.02761, 3.22644)  0.118
H (0.56460, 2.99621, -0.52606)  0.092
H (4.14450, -2.04989, -2.67556)  0.140
H (0.57520, 3.64641, 1.10904)  0.119
C (4.58830, -2.19009, -0.58926)  -0.035
C (-2.34910, 1.99781, -2.92006)  -0.131
H (3.85740, 2.08411, 2.11814)  0.102
C (-1.01920, -2.06919, 3.09924)  -0.153
I (-0.92020, -2.98609, -5.15386)  0.973
C (-2.47540, -0.12759, 2.34444)  -0.176
H (5.48470, -1.57789, -0.62446)  0.092
C (2.95770, 1.81711, -0.55826)  -0.159
H (0.97880, -4.75719, 3.53274)  0.116
H (0.68560, -0.47649, -6.25456)  0.119
H (-5.84450, -0.32979, 2.57644)  0.119
C (-1.28350, -1.01239, 2.04254)  -0.268
C (0.87680, 2.78761, 0.50584)  -0.059
H (4.09340, -2.04119, 0.36564)  0.082
H (0.31270, -3.14909, 1.79514)  0.124
H (0.57230, -0.59629, 2.57434)  0.160
H (4.67090, -0.05149, -3.47626)  0.128
C (-3.69650, -0.07929, -1.30046)  -0.115
H (-4.54800, 0.08951, -1.95206)  0.077
H (-3.11560, -0.92169, -1.67106)  0.058
H (-4.56600, 2.86691, -0.83456)  0.076
C (4.22870, 1.84681, -2.61766)  -0.046
H (4.77000, 2.39431, -3.37406)  0.121
H (3.75670, 3.58121, -1.46806)  0.126
H (-5.56600, 2.07471, 3.06624)  0.118
H (1.66120, 1.55151, -5.18616)  0.128
H (0.34170, 1.90401, 0.90134)  0.015
C (1.03920, 0.98731, -3.22356)  -0.115
C (2.85030, 0.41141, -0.65576)  -0.293
C (-3.59000, 2.74411, -0.37536)  -0.117
H (2.85050, 3.61221, 0.54134)  0.145
C (3.65390, 2.50881, -1.54746)  -0.026
H (-1.33170, 1.64251, 2.80954)  0.114
O (-0.44810, -1.60529, -0.14086)  -0.146
O (-0.06100, -0.18979, 1.94254)  -0.085
C (-0.25450, -3.88289, 5.04704)  -0.044
H (2.43990, 1.02331, 2.10484)  0.062
O (-2.47820, -2.30649, 0.37734)  0.153
Hf (0.38100, 0.10011, -0.18626)  1.646
C (-0.11460, -0.98659, -3.00696)  -0.230
H (1.45150, 1.87201, -2.75246)  0.111
C (-0.10200, -3.07399, 2.79374)  -0.015
O (-1.34890, 1.14441, -0.51586)  -0.461
C (-1.57170, -1.99059, 4.37194)  0.006
H (-4.05370, -0.33379, -0.30296)  0.050
C (-0.04690, -1.23779, -4.37566)  -0.686
C (0.61250, -0.31949, -5.18836)  -0.073
H (-3.88200, -1.71739, 2.06614)  0.128
C (2.33660, -2.57549, -1.64586)  -0.037
H (2.33070, 2.67081, 2.77024)  0.095
H (-1.70510, 2.87431, -2.89716)  0.067
C (0.27100, -3.97989, 3.76884)  -0.043
C (-3.75630, -0.67579, 2.31034)  -0.033
C (-1.47460, -1.71419, 0.66604)  -0.524
C (-4.86110, 0.11181, 2.58404)  -0.041
C (2.40250, 2.61481, 0.61224)  -0.338
H (1.70210, -2.20269, -0.83246)  0.043
O (2.12170, -0.24949, 0.29154)  -0.233
H (4.88570, -3.23139, -0.67496)  0.091
C (3.64980, -1.78979, -1.73296)  -0.339
H (2.56450, -3.62189, -1.43956)  0.100
C (3.50060, -0.28089, -1.70446)  -0.138
C (4.16750, 0.46491, -2.67276)  -0.014
P (-2.68670, 1.42071, -1.22376)  0.725

Atoms 1-2, force components in eV/Å:
0.080 0.064 0.052
-0.078 0.024 0.178

Summary:
Lowest unoccupied orbital energy   -0.2137 hartree
Relative energy (zero: lowest compared OMol25 entry of this formula, charge and spin)   24.5 kcal/mol
Charge   +2
HOMO level   -14.194 eV

no.,F_max (hartree/bohr),total energy (eV)
1,0.097,-135820.732
2,0.043,-132901.558
3,0.074,-66339.772